Entry from OMol25: a structure of composition C34H29Cl5CrIN6O2 (ωB97M-V/def2-TZVPD).

As for the spin multiplicity: 4. As for the expectation value of S²: 3.7981. Its HOMO energy (alpha / beta) is -0.29952 / -0.30738 Ha. The calculation puts the HOMO-LUMO gap (alpha / beta) at 7.646 / 7.712 eV.

```
78
C34H29Cl5CrIN6O2, DFT ωB97M-V/def2-TZVPD
Cr 0.82 -0.52 0.33
C -0.20 3.46 2.55
C -1.17 2.31 2.61
N -2.39 2.56 3.00
C -3.30 1.55 3.05
C -2.97 0.25 2.80
C -3.99 -0.85 2.85
O -4.13 -1.48 1.58
C -1.65 -0.03 2.39
C -1.20 -1.40 2.29
N -0.17 -1.76 1.63
C 0.32 -3.10 1.80
C -0.47 -4.22 1.61
C 0.08 -5.48 1.73
C 1.43 -5.63 2.04
C 2.23 -4.52 2.26
C 1.66 -3.26 2.14
I 2.78 -1.54 2.49
C -0.73 1.00 2.21
O 0.47 0.84 1.73
H -0.57 4.27 3.16
H -0.09 3.82 1.53
H 0.79 3.16 2.89
H -4.31 1.83 3.32
H -4.96 -0.44 3.15
H -3.72 -1.61 3.59
H -3.37 -1.24 1.04
H -1.74 -2.16 2.86
H -1.51 -4.09 1.33
H -0.54 -6.35 1.57
H 1.86 -6.62 2.12
H 3.27 -4.62 2.50
Cl 3.73 -2.22 -0.80
C 2.20 -2.81 -1.44
C 1.00 -2.23 -1.02
C -0.13 -2.91 -1.50
Cl -1.75 -2.49 -0.97
C -0.07 -4.00 -2.36
Cl -1.50 -4.80 -2.92
C 1.16 -4.49 -2.79
Cl 1.25 -5.84 -3.86
C 2.31 -3.89 -2.31
Cl 3.85 -4.52 -2.78
C -0.70 0.23 -0.69
C -1.67 0.89 -1.00
C -2.82 1.68 -1.35
C -4.11 1.19 -1.16
C -5.22 1.96 -1.48
C -5.05 3.24 -1.99
C -3.77 3.74 -2.18
C -2.67 2.97 -1.86
H -4.25 0.19 -0.77
H -6.21 1.56 -1.32
H -5.92 3.84 -2.24
H -3.64 4.74 -2.58
H -1.67 3.37 -2.01
C 1.41 2.37 -0.52
N 2.16 3.41 -1.21
C 2.32 3.02 -2.61
N 3.02 1.74 -2.75
C 2.25 0.72 -2.07
N 2.08 1.02 -0.61
C 3.43 1.22 0.01
N 4.21 2.24 -0.67
C 3.49 3.51 -0.60
C 4.33 1.86 -2.09
H 0.42 2.28 -0.94
H 1.33 2.61 0.54
H 2.89 3.80 -3.13
H 1.34 2.93 -3.07
H 2.76 -0.23 -2.16
H 1.26 0.64 -2.50
H 3.97 0.27 -0.03
H 3.27 1.50 1.05
H 4.07 4.27 -1.12
H 3.38 3.80 0.44
H 4.85 0.90 -2.16
H 4.92 2.61 -2.60
```

---

Entry from OMol25: a cluster of 3 separate species, C34H30BN3O13P in total (ωB97M-V/def2-TZVPD).

Its total charge is -1. Its HOMO energy is -0.16046 Ha. The calculation puts the HOMO-LUMO gap at 4.608 eV.

```
82
C34H30BN3O13P, DFT ωB97M-V/def2-TZVPD
C 1.98 4.77 -5.98
C 2.11 3.21 -6.40
B 0.66 2.45 -6.53
O 0.06 2.29 -7.82
C -0.03 1.93 -5.12
C -1.23 3.01 -4.82
N -0.72 4.26 -4.17
C -1.77 5.35 -4.32
O -2.97 5.09 -4.70
O -1.40 6.63 -4.00
P -0.63 4.03 -2.40
O -2.01 4.47 -1.85
O 0.61 5.06 -1.81
O -0.41 2.39 -1.95
O -0.69 0.64 -5.23
C 0.05 -0.41 -4.60
N -0.79 -1.65 -4.73
O 0.26 -0.22 -3.16
N 1.47 -0.73 -2.80
O 2.36 0.03 -3.01
H 0.92 5.18 -6.01
H 2.44 4.96 -4.95
H 2.59 5.39 -6.74
H 2.70 3.18 -7.39
H 2.70 2.62 -5.59
H -0.86 1.95 -7.76
H 0.78 2.00 -4.32
H -1.73 3.20 -5.85
H -2.00 2.44 -4.17
H 1.36 4.50 -1.50
H 0.55 2.31 -1.75
H 1.03 -0.61 -5.18
H -0.20 -2.48 -4.83
H -1.47 -1.55 -5.50
C -2.70 -1.72 -1.74
C -2.33 -0.38 -1.60
C -2.29 0.21 -0.34
C -2.64 -0.54 0.79
C -3.03 -1.87 0.65
C -3.05 -2.46 -0.61
C -3.45 -2.66 1.83
O -3.79 -3.82 1.71
C -3.45 -2.01 3.16
C -3.89 -2.72 4.28
C -3.88 -2.12 5.54
C -3.43 -0.81 5.68
C -2.99 -0.10 4.57
C -3.01 -0.69 3.31
C -2.58 0.09 2.13
O -2.18 1.24 2.25
H -2.72 -2.18 -2.72
H -2.07 0.20 -2.48
H -2.00 1.25 -0.24
H -3.35 -3.50 -0.73
H -4.25 -3.74 4.17
H -4.23 -2.67 6.40
H -3.41 -0.34 6.66
H -2.64 0.92 4.69
C 4.83 -3.99 7.25
C 3.85 -3.37 8.01
C 2.84 -2.64 7.39
C 2.82 -2.51 6.00
C 3.82 -3.11 5.24
C 4.82 -3.86 5.86
C 3.85 -2.94 3.77
O 4.72 -3.47 3.10
C 2.80 -2.12 3.12
C 2.84 -1.90 1.75
C 1.85 -1.14 1.13
C 0.81 -0.60 1.89
C 0.77 -0.81 3.26
C 1.77 -1.56 3.89
C 1.74 -1.74 5.35
O 0.83 -1.27 6.02
H 5.61 -4.57 7.73
H 3.86 -3.46 9.09
H 2.07 -2.16 8.00
H 5.60 -4.34 5.27
H 3.64 -2.32 1.15
H 1.88 -0.97 0.06
H 0.04 -0.01 1.41
H -0.04 -0.38 3.85
```

---

Largest force on an atom? In order: 0.5, 7.4 eV/A.